The following is a DFT calculation (the ωB97M-V functional and the def2-TZVPD basis) of a single C3H8N2O2 molecule at a distorted geometry.

```
15
Properties=species:S:1:pos:R:3:forces:R:3:lowdin_charge:R:1
N 0.674814 1.973677 1.643230 -2.445 0.309 -0.598 0.104
C -0.366966 1.648307 0.666642 2.132 1.591 -0.443 -0.519
O -1.053776 2.543930 0.164689 0.568 -2.035 1.425 0.037
N -0.347599 0.308020 0.257026 -3.485 0.709 0.707 0.010
C 0.602877 -0.497939 -0.379682 1.163 -0.479 -0.217 -0.231
C -0.093672 -1.781626 -0.756016 2.929 -3.069 -1.939 -0.280
O -1.271907 -1.592465 -1.487049 -0.293 -0.930 0.999 -0.037
H 1.072607 1.162335 2.131800 -0.605 0.748 -0.048 0.081
H 0.284301 2.763136 2.231578 1.164 -1.420 -0.812 0.117
H -1.254935 -0.016143 -0.118692 0.351 1.161 0.575 0.132
H 0.987333 -0.042877 -1.314248 0.120 -0.066 0.313 0.136
H 1.420081 -0.746714 0.283450 0.564 -0.051 -0.036 0.118
H -0.215549 -2.572870 -0.011794 -0.632 0.838 0.643 0.119
H 0.699396 -2.384001 -1.411424 -1.313 1.344 0.743 0.147
H -1.137005 -0.764769 -1.899510 -0.216 1.352 -1.313 0.066
```
Positions in Å, forces in eV/Å.

Summary:
* energy above the lowest of the compared OMol25 structures with the same formula, charge and spin: 1.715 eV

***

The following is a DFT calculation (the ωB97M-V functional and the def2-TZVPD basis) of a single C5H7N molecule.

```
13
Properties=species:S:1:pos:R:3:forces:R:3:lowdin_charge:R:1
C 1.945828 0.047472 0.072899 0.090 0.004 -0.038 -0.066
C 0.450343 0.035647 -0.028005 -0.055 -0.130 0.006 -0.305
C -0.459361 1.070802 0.355461 0.086 0.106 -0.015 -0.065
C -1.727930 0.601522 0.160088 -0.069 0.122 0.019 -0.143
N -1.642254 -0.665045 -0.355145 -0.087 -0.257 0.182 -0.005
C -0.315846 -1.017835 -0.456011 0.171 0.044 0.152 -0.101
H 2.275742 0.173829 1.112591 -0.099 0.008 -0.200 0.076
H 2.352508 -0.903766 -0.284819 -0.006 0.155 0.026 0.071
H 2.397610 0.852957 -0.516775 -0.073 -0.107 0.074 0.073
H -0.200293 2.057780 0.719356 -0.029 -0.163 -0.073 0.100
H -2.686664 1.079297 0.301018 0.116 -0.086 0.085 0.106
H -2.375667 -1.348663 -0.240887 0.043 0.186 -0.362 0.143
H -0.014013 -1.983999 -0.839776 -0.087 0.120 0.145 0.115
```
Positions in Å, forces in eV/Å.

Summary:
* energy above the lowest of the compared OMol25 structures with the same formula, charge and spin: 0.130 eV